# C34H77N2O13PS11

A 11-piece molecular cluster, C34H77N2O13PS11 overall at a distorted geometry (ωB97M-V/def2-TZVPD, the OMol25 dataset).

Last column: Mulliken charge in e.
Atoms and positions in Å:
C: 4.190 -4.297 -0.648  -1.77
C: 3.604 -2.854 -0.677  0.66
C: 2.864 -2.651 0.653  -1.39
C: 2.018 -1.334 0.713  0.77
C: 1.548 -1.237 2.139  -0.50
N: 1.011 -1.227 3.165  -0.61
C: 0.855 -1.382 -0.288  1.46
C: -0.133 -2.434 0.027  -0.29
N: -0.935 -3.264 0.142  -0.72
P: 0.006 0.242 -0.573  0.64
O: 0.536 0.980 -1.929  -0.46
O: -1.548 -0.112 -0.859  -0.44
S: 0.064 1.459 0.906  -0.22
O: 4.726 -1.991 -0.834  -0.48
C: 4.460 -0.866 -1.654  -0.37
C: 4.733 0.423 -0.841  0.75
C: 4.497 1.648 -1.453  -0.74
C: 4.702 2.792 -0.706  -0.40
C: 5.130 2.710 0.607  -0.80
C: 5.390 1.494 1.194  -0.60
C: 5.186 0.327 0.456  -0.38
H: 4.629 -4.576 -1.610  0.38
H: 3.430 -5.005 -0.296  0.38
H: 4.993 -4.270 0.106  0.39
H: 2.943 -2.844 -1.559  0.36
H: 3.575 -2.633 1.487  0.55
H: 2.154 -3.481 0.785  0.59
H: 2.686 -0.474 0.570  0.11
H: 1.284 -1.687 -1.260  -0.21
H: -0.269 1.242 -2.400  0.29
H: -2.108 0.347 -0.186  0.42
H: 3.401 -0.807 -1.952  0.06
H: 5.076 -0.864 -2.568  0.49
H: 4.151 1.705 -2.484  0.42
H: 4.518 3.772 -1.143  0.36
H: 5.261 3.613 1.202  0.43
H: 5.734 1.406 2.224  0.73
H: 5.390 -0.611 0.962  0.43
C: 0.447 3.029 5.535  -1.01
S: -0.866 3.493 4.400  0.54
O: -0.287 3.476 3.034  -0.63
C: -0.963 5.211 4.921  -0.72
H: 0.700 1.985 5.355  0.36
H: 1.323 3.654 5.358  0.28
H: 0.098 3.148 6.561  0.40
H: 0.004 5.694 4.789  0.06
H: -1.268 5.257 5.967  0.42
H: -1.707 5.716 4.306  0.27
C: -2.798 -4.703 -2.042  -0.58
S: -3.238 -6.440 -1.968  0.37
O: -2.183 -7.195 -2.708  -0.61
C: -4.667 -6.313 -3.053  -0.75
H: -1.894 -4.551 -1.459  0.04
H: -2.615 -4.413 -3.078  0.24
H: -3.605 -4.102 -1.621  0.44
H: -4.366 -5.916 -4.022  0.11
H: -5.413 -5.662 -2.594  0.35
H: -5.090 -7.307 -3.186  0.38
C: 7.356 3.823 5.826  -0.94
S: 7.092 2.092 5.413  0.41
O: 6.408 2.051 4.091  -0.57
C: 5.845 1.789 6.669  -0.63
H: 8.084 4.234 5.129  0.33
H: 6.417 4.370 5.739  0.24
H: 7.744 3.897 6.843  0.38
H: 5.004 2.468 6.528  0.32
H: 6.281 1.931 7.658  0.38
H: 5.500 0.764 6.573  -0.02
C: 1.260 -3.378 -5.287  -1.11
S: 0.244 -4.146 -4.015  0.41
O: 0.846 -3.783 -2.697  -0.48
C: 0.720 -5.838 -4.374  -1.04
H: 1.139 -2.298 -5.215  0.33
H: 2.308 -3.639 -5.130  0.31
H: 0.929 -3.717 -6.268  0.42
H: 1.802 -5.944 -4.277  0.37
H: 0.402 -6.096 -5.384  0.42
H: 0.220 -6.490 -3.658  0.29
C: -5.450 -3.085 -6.078  -0.88
S: -6.304 -4.631 -6.422  0.47
O: -5.327 -5.736 -6.215  -0.61
C: -6.447 -4.368 -8.194  -0.61
H: -5.221 -3.051 -5.013  0.29
H: -4.524 -3.040 -6.653  0.26
H: -6.098 -2.247 -6.337  0.38
H: -5.455 -4.237 -8.628  -0.05
H: -7.061 -3.487 -8.383  0.38
H: -6.926 -5.243 -8.632  0.39
C: 1.276 9.140 2.241  -0.99
S: 1.793 7.746 3.254  0.65
O: 1.043 7.828 4.539  -0.65
C: 3.458 8.352 3.566  -0.97
H: 0.236 8.990 1.960  0.32
H: 1.371 10.066 2.810  0.31
H: 1.893 9.184 1.343  0.35
H: 3.411 9.329 4.049  0.33
H: 4.000 8.422 2.623  0.36
H: 3.961 7.644 4.222  0.28
C: -2.866 3.521 1.729  -0.07
S: -4.004 2.138 1.568  0.32
O: -3.331 1.095 0.731  -0.68
C: -5.189 2.978 0.510  -0.84
H: -2.004 3.202 2.335  -0.53
H: -2.520 3.824 0.741  0.36
H: -3.372 4.352 2.225  0.41
H: -4.695 3.319 -0.401  0.35
H: -5.616 3.824 1.044  0.24
H: -5.981 2.277 0.252  0.32
C: -3.393 -3.133 -12.387  -0.98
S: -4.404 -3.912 -11.119  0.54
O: -3.813 -3.550 -9.802  -0.63
C: -3.898 -5.598 -11.488  -0.92
H: -3.525 -2.055 -12.314  0.33
H: -2.345 -3.385 -12.228  0.30
H: -3.720 -3.474 -13.369  0.37
H: -2.817 -5.689 -11.388  0.31
H: -4.208 -5.855 -12.502  0.37
H: -4.387 -6.264 -10.779  0.30
C: -8.930 5.159 3.246  -0.99
S: -8.179 3.939 2.158  0.61
O: -7.794 4.645 0.907  -0.62
C: -9.696 3.035 1.816  -0.97
H: -8.159 5.861 3.555  0.31
H: -9.718 5.692 2.714  0.31
H: -9.338 4.658 4.124  0.37
H: -10.434 3.706 1.378  0.31
H: -10.078 2.605 2.742  0.37
H: -9.466 2.236 1.113  0.31
C: 5.804 -1.765 7.935  -0.92
S: 4.750 -1.238 9.295  0.50
O: 4.795 0.249 9.346  -0.59
C: 5.822 -1.854 10.602  -0.94
H: 5.343 -1.448 7.001  0.29
H: 6.789 -1.306 8.031  0.29
H: 5.892 -2.851 7.944  0.41
H: 6.805 -1.388 10.524  0.30
H: 5.910 -2.937 10.518  0.36
H: 5.373 -1.600 11.560  0.32

## Properties
orbital gap	8.326	eV
charge	0

=====

# C34H77NO9

A 7-piece molecular cluster, C34H77NO9 overall (ωB97M-V/def2-TZVPD, the OMol25 dataset).

Last column: Mulliken charge in e.
Atoms and positions in Å:
C: 1.418 3.183 -2.498  -1.04
C: 0.063 2.669 -2.054  0.63
O: -0.267 2.738 -0.892  -0.57
N: -0.824 2.084 -3.022  -0.21
C: -0.156 1.319 -4.089  -1.05
C: 0.331 -0.079 -3.637  0.80
C: -0.080 -0.556 -2.225  -0.27
C: 1.078 -1.180 -1.433  -1.82
C: 2.043 -0.164 -0.795  1.43
C: 2.623 -0.610 0.556  -0.87
C: 3.819 0.322 0.634  -0.56
O: 4.354 0.297 -0.713  -0.48
C: 3.323 0.114 -1.575  0.09
O: 3.492 0.147 -2.767  -0.45
H: 2.167 2.404 -2.321  0.07
H: 1.468 3.443 -3.553  0.41
H: 1.670 4.038 -1.874  0.38
H: -1.348 2.847 -3.440  0.34
H: 0.686 1.871 -4.519  0.24
H: -0.880 1.206 -4.897  0.54
H: -0.056 -0.811 -4.349  0.54
H: 1.415 -0.118 -3.728  -0.91
H: -0.572 0.218 -1.636  0.59
H: -0.825 -1.346 -2.363  0.11
H: 1.626 -1.870 -2.082  0.30
H: 0.656 -1.774 -0.617  0.45
H: 1.478 0.756 -0.602  -0.10
H: 1.958 -0.434 1.404  0.29
H: 2.936 -1.656 0.515  0.42
H: 3.474 1.344 0.819  0.28
H: 4.608 0.057 1.333  0.38
C: 0.706 1.110 5.220  -0.64
C: -0.032 0.453 4.069  -0.61
O: 0.616 -0.710 3.577  -0.33
C: 0.814 -1.756 4.515  0.21
C: -0.470 -2.304 5.112  -1.25
H: 1.727 1.358 4.928  0.25
H: 0.197 2.028 5.522  0.31
H: 0.765 0.458 6.093  0.15
H: -0.079 1.130 3.215  0.40
H: -1.066 0.228 4.353  0.30
H: 1.499 -1.437 5.309  -0.18
H: 1.320 -2.541 3.951  0.40
H: -1.000 -1.556 5.703  0.28
H: -0.240 -3.141 5.772  0.42
H: -1.141 -2.655 4.326  0.33
C: 4.572 0.090 -6.528  -1.26
C: 3.547 -0.799 -5.846  0.68
O: 2.657 -1.450 -6.741  -0.43
C: 3.251 -2.320 -7.684  -0.33
C: 4.023 -3.474 -7.067  -1.04
H: 4.076 0.846 -7.141  0.34
H: 5.174 0.594 -5.771  0.40
H: 5.249 -0.474 -7.171  0.33
H: 2.911 -0.196 -5.204  -0.48
H: 4.044 -1.525 -5.195  0.22
H: 3.892 -1.762 -8.377  0.31
H: 2.417 -2.710 -8.270  0.35
H: 4.881 -3.131 -6.488  0.26
H: 4.396 -4.132 -7.853  0.40
H: 3.378 -4.055 -6.406  0.28
C: 3.811 1.881 8.365  -1.01
C: 3.093 0.559 8.559  -0.28
O: 3.094 -0.273 7.412  -0.43
C: 4.362 -0.676 6.926  -0.24
C: 5.177 -1.489 7.916  -1.20
H: 3.386 2.418 7.517  0.16
H: 3.693 2.497 9.257  0.41
H: 4.879 1.754 8.182  0.36
H: 2.038 0.747 8.760  0.22
H: 3.493 0.025 9.429  0.34
H: 4.936 0.191 6.580  0.31
H: 4.142 -1.282 6.046  0.34
H: 5.436 -0.913 8.805  0.27
H: 6.108 -1.814 7.450  0.42
H: 4.622 -2.373 8.235  0.31
C: -5.856 -2.735 -3.894  -0.94
C: -4.425 -2.907 -3.417  -0.42
O: -3.625 -1.747 -3.553  -0.36
C: -4.062 -0.599 -2.842  -0.15
C: -4.131 -0.795 -1.338  -1.14
H: -5.874 -2.408 -4.936  0.15
H: -6.391 -3.682 -3.819  0.41
H: -6.402 -1.999 -3.302  0.27
H: -3.924 -3.662 -4.024  0.35
H: -4.408 -3.271 -2.382  0.34
H: -5.025 -0.248 -3.231  0.36
H: -3.324 0.170 -3.073  0.12
H: -4.865 -1.548 -1.050  0.36
H: -4.406 0.141 -0.851  0.40
H: -3.158 -1.109 -0.959  0.23
C: 0.017 5.212 7.811  -1.33
C: 0.843 4.028 8.285  0.07
O: 1.313 4.135 9.616  -0.42
C: 0.318 4.241 10.620  -0.30
C: -0.628 3.054 10.683  -1.04
H: 0.586 6.138 7.908  0.32
H: -0.252 5.078 6.763  0.42
H: -0.908 5.322 8.378  0.31
H: 1.743 3.947 7.677  0.21
H: 0.284 3.094 8.148  0.20
H: -0.247 5.174 10.507  0.32
H: 0.874 4.318 11.554  0.34
H: -1.221 2.950 9.774  0.27
H: -1.321 3.179 11.516  0.40
H: -0.071 2.128 10.833  0.24
C: -7.815 -0.405 -9.335  -1.15
C: -7.434 -0.994 -7.988  -0.26
O: -7.168 -2.384 -8.015  -0.42
C: -6.100 -2.798 -8.849  -0.34
C: -4.755 -2.196 -8.480  -0.87
H: -8.685 -0.921 -9.745  0.29
H: -8.060 0.651 -9.220  0.40
H: -7.004 -0.479 -10.060  0.27
H: -8.264 -0.879 -7.290  0.39
H: -6.584 -0.450 -7.560  0.26
H: -6.333 -2.600 -9.902  0.31
H: -6.062 -3.881 -8.732  0.33
H: -4.740 -1.112 -8.603  0.27
H: -3.977 -2.610 -9.123  0.39
H: -4.503 -2.422 -7.443  0.12

## Properties
orbital gap	9.988	eV
charge	0